[1]
DFT (wB97M-V/def2-TZVPD) results for a structure of composition C16H21N3O3S at a distorted geometry.

Geometry as XYZ:
```
44
Properties=species:S:1:pos:R:3
H -0.15638 1.66417 5.42399
H 0.21428 3.81223 4.03686
C 1.74497 -0.01018 -1.26430
H -2.77690 2.06357 2.00975
O -0.25032 1.87167 -1.86828
C 0.67697 2.54593 2.16398
C 1.38291 -1.82286 0.71844
H 1.70507 2.82237 4.07192
C 2.25986 -2.21518 -0.38355
C 2.50772 -1.20741 -1.29167
H -2.90456 2.94581 -3.08940
H 1.43421 3.30291 1.73391
H -0.97437 3.64842 1.90246
H -1.51113 0.76268 1.84254
N 2.69834 -4.54306 -1.74142
C -0.12734 1.57814 4.39766
O 3.08784 -4.68918 0.68384
H 4.11004 -2.08420 -2.15489
C -0.72190 2.59855 1.64645
H 0.25946 0.61268 4.15646
H 1.17992 -2.55975 1.47794
H 0.13480 -0.45747 1.63684
C -1.97368 3.42095 -2.91486
C -1.27585 2.67814 -1.82176
H -2.17869 2.28188 4.28494
H 3.45762 -5.22212 -1.85677
N 3.45993 -1.36562 -2.24025
H -1.94595 0.48658 4.13258
H -1.37190 3.29834 -3.78023
H 1.12898 1.55486 1.96948
H 1.77636 0.78956 -2.02279
C 0.92806 0.34466 -0.25758
C -0.76771 2.39201 0.11707
C 0.09853 1.55546 -0.59047
C -1.60026 1.51806 3.84750
H 3.86257 -0.49984 -2.68234
H -2.17984 4.49272 -2.71564
C 0.65654 2.81397 3.71558
S 3.31204 -3.71489 -0.44219
C 0.78270 -0.51517 0.79618
N -1.72278 3.06905 -0.62155
C -1.73663 1.71382 2.30986
O 4.69740 -3.46033 -0.71971
H 1.90286 -4.98814 -1.33276
```

Properties
**DFT total energy**: -38378.051 eV
**Spin multiplicity**: 1
**Largest force on an atom**: 4.92 eV/A
**Energy relative to the best compared isomer or geometry (same formula, charge and spin)**: 5.013 eV
**Net charge**: 0
**HOMO-LUMO gap**: 8.662 eV

In the Mulliken picture, each atom carries the following charge in e:
1. H 0.40
2. H 0.34
3. C -0.95
4. H 0.30
5. O -0.40
6. C -0.49
7. C -1.01
8. H 0.39
9. C -0.34
10. C 0.66
11. H 0.31
12. H 0.24
13. H 0.46
14. H 0.28
15. N -0.58
16. C -0.72
17. O -0.67
18. H 0.17
19. C 0.82
20. H 0.34
21. H 0.49
22. H 0.29
23. C -1.36
24. C 0.56
25. H 0.46
26. H 0.32
27. N -0.46
28. H 0.29
29. H 0.33
30. H 0.09
31. H 0.35
32. C 0.78
33. C 0.09
34. C 0.20
35. C -0.87
36. H 0.26
37. H 0.32
38. C -0.96
39. S 1.17
40. C -0.02
41. N -0.70
42. C -0.84
43. O -0.66
44. H 0.30



[2]
DFT (wB97M-V/def2-TZVPD) results for a cluster of 3 separate species, C17H36N2O2PS in total at a distorted geometry.

Geometry as XYZ:
```
59
Properties=species:S:1:pos:R:3
C 1.48804 6.07902 0.28763
H -0.44820 2.87501 -2.16192
H -1.82140 0.92676 -1.15509
H -0.46016 3.15135 -3.93103
H -2.55738 -1.09333 -0.91674
C 2.22555 5.75903 1.58696
H 2.27638 -5.27212 1.59226
H -0.49269 5.54837 2.26641
C 0.06874 6.62010 0.46848
C -1.10259 4.35664 0.57468
C -2.08989 1.02127 -5.03435
H -1.62844 0.32178 -5.71596
N -2.07146 -1.72456 -2.78604
C 1.53120 -7.96621 2.24680
H 3.59254 -7.73352 2.88013
H 0.02779 -5.62045 2.62543
H 1.62845 -9.03876 2.05568
H 0.81576 2.22212 -3.21133
C 1.65041 -7.22398 0.91633
C -1.15258 -2.36410 -2.33931
H -1.83392 6.21217 1.36130
H 1.69090 4.98647 2.14522
H 2.06983 6.81490 -0.27774
H 2.47607 -8.12338 4.19084
C -2.35119 0.61408 -2.05061
H 2.63640 -7.42659 0.48502
C 2.43848 6.97928 2.47870
H 2.50793 -6.49541 3.52440
S 0.27354 -2.87627 -1.92336
O -3.53436 2.54969 -2.75807
N -2.74062 -0.80397 -1.86462
H 3.20061 5.33274 1.33578
H -0.17412 3.79089 0.47619
H -3.13652 0.76332 -4.94829
C -3.62496 1.52254 -2.09181
H 0.92549 -7.64120 0.21239
H 2.98727 6.70559 3.38169
H 0.12972 -4.16654 1.65794
P -1.18446 0.90004 -3.44145
H 1.56146 -5.28760 -0.00097
C 0.12933 -5.25751 1.59796
H -1.52861 4.49069 -0.42091
H 1.45940 5.18032 -0.33364
H -0.36003 6.80353 -0.52109
H -1.01313 -5.30328 -0.24099
H -1.98445 2.00690 -5.47315
C -0.87208 5.70458 1.25192
H 0.53474 -7.82234 2.67258
O -4.57540 1.12692 -1.38707
C 2.58763 -7.55221 3.26740
C -1.07470 -5.70113 0.77314
H -1.79697 3.74882 1.15503
C -0.23570 2.45164 -3.13378
C 1.46354 -5.70808 1.00379
H 3.01438 7.74592 1.95556
H 0.10837 7.59524 0.96419
H -1.99956 -5.33632 1.22274
H -1.14576 -6.78905 0.71256
H 1.49138 7.42021 2.79219
```

Properties
**DFT total energy**: -45411.843 eV
**Spin multiplicity**: 1
**Largest force on an atom**: 2.19 eV/A
**Net charge**: -1
**HOMO-LUMO gap**: 6.369 eV

In the Mulliken picture, each atom carries the following charge in e:
1. C -0.59
2. H -0.25
3. H 0.39
4. H 0.34
5. H 0.30
6. C -0.37
7. H 0.33
8. H 0.28
9. C -0.71
10. C -1.14
11. C -1.25
12. H 0.34
13. N -0.34
14. C -0.37
15. H 0.29
16. H 0.25
17. H 0.35
18. H 0.36
19. C -0.74
20. C 0.37
21. H 0.35
22. H 0.24
23. H 0.38
24. H 0.38
25. C -0.04
26. H 0.38
27. C -1.19
28. H 0.29
29. S -0.39
30. O -0.68
31. N -0.21
32. H 0.37
33. H 0.26
34. H 0.33
35. C 0.31
36. H 0.31
37. H 0.37
38. H 0.35
39. P 0.38
40. H 0.20
41. C -0.36
42. H 0.32
43. H 0.22
44. H 0.38
45. H 0.22
46. H 0.38
47. C -0.50
48. H 0.25
49. O -0.77
50. C -1.18
51. C -1.11
52. H 0.41
53. C -0.58
54. C -0.49
55. H 0.29
56. H 0.32
57. H 0.37
58. H 0.29
59. H 0.28



[3]
DFT (wB97M-V/def2-TZVPD) results for a cluster of 8 separate species, C32H40N8 in total at a distorted geometry.

Geometry as XYZ:
```
80
Properties=species:S:1:pos:R:3
N 3.30694 3.47663 2.63308
N 1.27694 1.10263 1.58608
H -3.50206 4.44463 1.61508
C -3.02406 -3.36037 -1.94892
N 1.24494 -1.94937 -4.58192
C -4.26606 3.71863 1.71808
H -2.12806 -4.26737 3.12108
N -4.30706 1.85163 -1.07892
C 2.31394 3.42163 3.67608
C -4.46306 2.25063 1.91408
H -2.11706 -3.76337 0.17108
H -0.61706 -2.14737 1.67808
N 0.59894 -3.16837 4.47108
C -4.78206 0.37063 -2.65692
H 4.16394 0.77663 4.46208
C -3.36606 0.37263 -2.60292
H 0.62994 -1.47137 -0.55392
H 1.18794 -3.21837 5.33308
H -5.59106 5.30463 1.76008
C -5.33906 1.15063 -1.64392
C 6.40994 2.89063 -1.92692
C -0.73706 -3.38437 -1.42992
H 1.27394 -0.56337 -3.04792
H 2.71794 -4.69437 -3.41792
H 2.71794 -2.50137 -1.51292
H -7.58206 3.87363 1.72108
H 4.84694 2.16863 1.93608
H 1.61394 -1.62037 3.51208
H 3.29494 4.25563 1.97008
N 5.85194 0.86063 -3.13792
C 3.69494 1.49463 3.92808
C 5.22994 2.14563 -1.31092
H -0.63306 -4.57737 5.43108
H 2.01294 2.08463 5.40408
C -0.50606 -3.97137 4.47508
C 1.79094 0.16663 0.74208
H -4.49106 2.37063 -0.21092
H -5.26906 -0.29337 -3.40292
C -3.11106 1.45963 -1.55592
C -6.57306 3.36863 1.80108
H -6.32306 1.15663 2.07908
H -2.52606 -2.64337 -4.12692
C 6.70594 1.99263 -3.16292
H 7.35694 1.97163 -3.97192
C 2.33694 -2.52137 -2.61492
H 2.86794 0.03663 0.82808
H 4.69694 2.63963 -0.58192
H -2.70706 0.01563 -3.29292
H 1.61794 4.31663 3.71108
C -5.93706 2.01863 1.85708
C 1.56394 -3.25337 -4.86792
H -4.12506 -3.26637 -1.69592
H -0.11106 -2.93437 -3.43592
N -5.51506 4.22163 1.70508
H -2.14806 1.93163 -1.20092
H 0.24894 -3.36737 -0.92792
C -1.12306 -3.77937 3.20908
C -0.39306 -2.64537 2.55408
C -2.20306 -3.12437 -3.17492
H 3.97194 0.17563 -1.92092
C 2.45594 2.14963 4.33708
C -2.11406 -3.55437 -0.82192
C 4.93994 0.85763 -2.12792
C 1.62594 -1.52937 -3.27892
C -0.15106 1.10463 1.72708
C 4.07194 2.28963 2.72608
C -0.60206 0.15063 0.66708
H 2.06694 1.53963 2.28408
N -0.91906 -3.15837 -2.69592
H 6.89194 3.62763 -1.23492
H 0.88694 -1.23237 -5.16692
H 1.52894 -3.63737 -5.83692
H -1.68006 0.10163 0.33308
C 2.34494 -3.80837 -3.51892
H -6.42406 1.26263 -1.41392
H -0.66706 1.56663 2.34008
H -3.58406 1.63463 2.05408
C 0.77394 -2.34037 3.44908
C 0.59694 -0.50637 0.08308
H 5.92694 0.11163 -3.90992
```

Properties
**DFT total energy**: -45737.935 eV
**Spin multiplicity**: 1
**SMILES**: c1cc[nH]c1.c1cc[nH]c1.c1cc[nH]c1.c1cc[nH]c1.c1cc[nH]c1.c1cc[nH]c1.c1cc[nH]c1.c1cc[nH]c1
**Largest force on an atom**: 14.11 eV/A
**Energy relative to the best compared isomer or geometry (same formula, charge and spin)**: 14.387 eV
**Net charge**: 0
**HOMO-LUMO gap**: 7.565 eV

In the Mulliken picture, each atom carries the following charge in e:
1. N -0.03
2. N -0.05
3. H 0.39
4. C -0.60
5. N -0.24
6. C -0.15
7. H 0.29
8. N 0.01
9. C -0.16
10. C -0.53
11. H 0.60
12. H 0.31
13. N -0.01
14. C -0.64
15. H 0.57
16. C -0.57
17. H -0.13
18. H 0.25
19. H 0.27
20. C -0.28
21. C -0.74
22. C -0.27
23. H 0.51
24. H 0.63
25. H 0.38
26. H 0.35
27. H 0.38
28. H 0.36
29. H 0.25
30. N -0.09
31. C -0.21
32. C -0.25
33. H 0.30
34. H 0.33
35. C -0.32
36. C -0.71
37. H 0.43
38. H 0.31
39. C -0.60
40. C -0.46
41. H 0.62
42. H 0.37
43. C -0.41
44. H 0.43
45. C -0.09
46. H 0.45
47. H 0.64
48. H 0.63
49. H 0.33
50. C -0.79
51. C -0.44
52. H 0.32
53. H 0.23
54. N -0.04
55. H 0.46
56. H 0.84
57. C -0.94
58. C 0.24
59. C -0.71
60. H 0.18
61. C -0.67
62. C -0.88
63. C -0.38
64. C -0.35
65. C -1.49
66. C -0.72
67. C -0.35
68. H 0.60
69. N 0.06
70. H 0.32
71. H 0.23
72. H 0.51
73. H 0.68
74. C -0.95
75. H 0.32
76. H 0.93
77. H 0.32
78. C -0.57
79. C -0.06
80. H 0.29



[4]
DFT (wB97M-V/def2-TZVPD) results for an isolated molecule of C2H9NSi at a distorted geometry.

Geometry as XYZ:
```
13
Properties=species:S:1:pos:R:3
H -1.10897 2.18799 0.43877
H 0.35835 0.12372 2.08826
C -0.35420 -1.76829 -0.17096
H -0.09700 -1.86086 -1.22529
H 0.34385 -2.53347 0.10685
H 2.44280 1.03818 0.77481
H -2.20680 0.86724 -0.16039
H 1.99701 1.09253 -0.84492
Si 0.10434 -0.05448 0.54987
N 2.04161 0.50496 -0.00970
H -1.36011 -2.01001 -0.09760
C -1.14541 1.16337 -0.16216
H -1.01549 1.24912 -1.28753
```

Properties
**DFT total energy**: -11587.311 eV
**Spin multiplicity**: 1
**SMILES**: C[SiH](C)N
**Largest force on an atom**: 3.50 eV/A
**Energy relative to the best compared isomer or geometry (same formula, charge and spin)**: 1.111 eV
**Net charge**: 0
**HOMO-LUMO gap**: 10.121 eV

In the Mulliken picture, each atom carries the following charge in e:
1. H 0.22
2. H -0.14
3. C -1.07
4. H 0.33
5. H 0.33
6. H 0.22
7. H 0.33
8. H 0.23
9. Si 0.54
10. N -0.70
11. H 0.35
12. C -0.92
13. H 0.29



What is the formula in the third record?
C32H40N8